This record from the Open Molecules 2025 dataset describes C41H58F3GeN4O3PSSe2Si3W as an isolated structure. The level of theory is the ωB97M-V functional and the def2-TZVPD basis.

Last column: Löwdin spin population.
Geometry (Å):
W 0.226 0.637 -0.309  1.021
F -2.234 0.965 -6.293  0.000
C -2.123 1.232 -4.981  -0.001
F -3.219 0.748 -4.377  0.000
F -2.135 2.567 -4.836  -0.001
C -0.865 0.631 -4.412  -0.001
C -0.031 -0.154 -5.182  0.004
C 1.111 -0.715 -4.618  0.000
C 1.375 -0.474 -3.291  0.003
N 0.579 0.297 -2.545  0.001
C -0.525 0.845 -3.074  0.003
S -1.390 1.719 -1.856  -0.027
H -0.274 -0.335 -6.221  0.000
H 1.781 -1.328 -5.204  0.000
H 2.247 -0.873 -2.799  0.000
Se -0.975 1.931 1.369  -0.126
P -2.838 0.767 2.042  0.023
Se -1.513 -1.215 -0.748  0.075
C -3.988 1.356 0.750  -0.004
C -4.684 0.373 0.051  0.002
C -5.567 0.724 -0.961  0.000
C -5.752 2.058 -1.285  0.001
C -5.066 3.046 -0.587  0.000
C -4.191 2.698 0.428  -0.002
C -3.308 1.795 3.486  0.002
C -3.013 3.141 3.692  -0.001
C -3.464 3.792 4.830  0.000
C -4.220 3.110 5.773  0.000
C -4.518 1.769 5.580  0.000
C -4.055 1.115 4.448  0.002
H -4.525 -0.671 0.293  0.000
H -6.103 -0.046 -1.501  0.000
H -6.432 2.334 -2.080  0.000
H -5.212 4.088 -0.838  0.000
H -3.661 3.474 0.965  -0.001
H -2.428 3.695 2.968  -0.001
H -3.228 4.838 4.979  0.000
H -4.573 3.622 6.658  0.000
H -5.105 1.230 6.312  0.000
H -4.281 0.063 4.306  0.000
C -0.783 -1.036 4.412  0.000
Si -0.742 -2.301 3.024  -0.004
C -0.210 -3.965 3.740  -0.002
C -2.455 -2.692 2.352  0.005
Ge 0.813 -1.361 1.362  -0.022
Si 2.804 -2.661 0.690  0.001
C 2.866 -4.357 1.545  -0.001
C 4.346 -1.690 1.151  0.001
C 2.972 -3.033 -1.139  0.000
Si -1.336 -3.482 -1.152  0.013
C -3.131 -3.981 -1.079  -0.002
C -0.697 -3.678 -2.900  0.007
C -0.336 -4.563 0.002  0.000
H -1.727 -1.132 4.955  0.000
H -0.713 -0.007 4.052  -0.001
H 0.030 -1.206 5.121  0.000
H -1.031 -4.268 4.399  0.000
H 0.696 -3.972 4.341  0.000
H -0.128 -4.732 2.967  0.000
H -3.203 -2.396 3.092  0.001
H -2.549 -3.769 2.198  0.000
H -2.686 -2.176 1.425  0.004
H 2.185 -4.505 2.386  0.000
H 3.883 -4.550 1.898  0.000
H 2.626 -5.136 0.819  0.000
H 4.607 -1.798 2.205  0.000
H 4.237 -0.629 0.927  0.000
H 5.178 -2.084 0.559  0.000
H 2.053 -3.369 -1.617  0.000
H 3.709 -3.838 -1.231  0.000
H 3.375 -2.178 -1.678  0.000
H -3.750 -3.287 -1.649  0.000
H -3.505 -4.013 -0.054  0.000
H -3.249 -4.977 -1.517  0.000
H -1.215 -2.994 -3.574  0.000
H -0.864 -4.700 -3.251  0.001
H 0.371 -3.471 -2.972  0.000
H -0.883 -4.790 0.917  0.000
H 0.638 -4.157 0.272  0.000
H -0.161 -5.508 -0.524  0.000
C 4.289 -2.270 5.584  0.000
C 3.144 -3.048 4.972  0.000
N 2.479 -2.224 3.973  -0.002
C 2.549 -0.879 3.858  -0.001
N 1.973 -0.306 2.815  -0.007
C 2.001 1.156 2.770  0.000
C 3.263 1.723 3.382  0.000
C 3.342 1.242 4.810  0.000
N 3.212 -0.211 4.831  0.000
C 3.752 -0.914 5.993  0.000
H 5.095 -2.141 4.859  0.000
H 4.688 -2.800 6.448  0.000
H 2.435 -3.335 5.755  0.000
H 3.488 -3.961 4.487  0.000
H 2.005 -2.701 3.227  -0.001
H 1.122 1.569 3.278  -0.003
H 1.932 1.473 1.735  0.003
H 3.240 2.812 3.347  0.000
H 4.138 1.380 2.823  0.000
H 2.553 1.702 5.413  0.000
H 4.299 1.496 5.268  0.000
H 2.981 -1.027 6.764  0.000
H 4.540 -0.290 6.410  0.000
O 2.456 4.437 -2.137  0.001
C 3.491 3.597 -2.236  0.002
C 4.591 4.018 -2.988  0.000
C 5.683 3.194 -3.136  0.002
C 5.725 1.924 -2.547  0.000
C 4.652 1.499 -1.807  0.002
C 3.525 2.323 -1.639  0.000
C 2.403 1.835 -0.874  0.013
O 1.359 2.527 -0.643  0.009
O 2.354 0.619 -0.430  0.008
H 1.748 4.028 -1.609  0.000
H 4.553 4.998 -3.444  0.000
H 6.525 3.539 -3.723  0.000
H 6.593 1.292 -2.674  0.000
H 4.652 0.526 -1.333  0.000

Summary:
* highest occupied orbital energy (spin up / spin down): -0.35851 / -0.36060 Ha
* total energy: -296507.6698 eV
* multiplicity: 2
* strongest force on any atom: 0.0130 hartree/bohr
* gap between HOMO and LUMO (spin up / spin down): 5.65 / 6.32 eV
* net charge: +1
* ⟨S²⟩: 0.840
* LUMO (spin up / spin down): -0.151 / -0.128 Eh



This record from the Open Molecules 2025 dataset describes C41H35AuClN2Si2 as an isolated structure. The level of theory is the ωB97M-V functional and the def2-TZVPD basis.

Last column: Löwdin spin population.
Geometry (Å):
C -0.892 -0.324 1.632  0.220
C -1.489 0.050 0.412  0.063
C -1.367 -1.038 -0.478  0.356
H -1.938 1.026 0.201  -0.002
C -0.501 -1.983 0.114  0.037
C -0.283 -1.590 1.448  0.262
H 0.242 -2.162 2.221  0.010
H -0.909 0.246 2.568  0.007
H -1.860 -1.147 -1.460  0.014
H -0.069 -2.867 -0.371  -0.004
Au 3.463 0.049 -2.805  0.028
Si 0.201 0.377 -3.425  0.087
C -0.513 1.876 -4.043  0.008
C 0.254 2.967 -4.479  0.003
H 1.336 2.881 -4.657  0.002
C -0.405 4.187 -4.668  0.001
H 0.141 5.044 -5.082  0.000
C -1.761 4.316 -4.311  0.001
H -2.259 5.265 -4.427  0.000
C -2.507 3.202 -3.888  0.001
H -3.576 3.277 -3.646  0.000
C -1.893 1.954 -3.792  0.003
H -2.434 1.062 -3.456  0.000
C -0.376 -1.224 -4.060  0.008
C -1.338 -1.190 -5.075  0.002
H -1.565 -0.258 -5.606  0.000
C -2.028 -2.366 -5.362  0.000
H -2.838 -2.321 -6.089  0.000
C -1.723 -3.552 -4.696  0.001
H -2.312 -4.445 -4.900  0.000
C -0.594 -3.617 -3.878  0.000
H -0.300 -4.571 -3.430  0.000
C 0.120 -2.455 -3.581  0.001
H 1.053 -2.495 -3.003  0.000
H 1.889 0.349 -3.834  0.081
Si 2.517 0.450 -6.300  0.426
C 1.984 -1.162 -7.198  0.075
C 1.197 -1.239 -8.361  0.015
H 0.990 -0.356 -8.960  0.000
C 0.577 -2.439 -8.734  0.003
H -0.088 -2.461 -9.609  0.000
C 0.784 -3.601 -7.985  0.005
H 0.327 -4.552 -8.280  0.000
C 1.645 -3.565 -6.885  -0.001
H 1.823 -4.457 -6.272  0.000
C 2.235 -2.364 -6.506  0.014
H 2.841 -2.322 -5.603  0.004
C 1.448 1.732 -7.337  0.067
C 0.061 1.576 -7.505  0.016
H -0.446 0.690 -7.116  0.000
C -0.722 2.557 -8.129  -0.001
H -1.804 2.423 -8.191  0.000
C -0.144 3.710 -8.666  0.014
H -0.752 4.471 -9.158  0.001
C 1.246 3.828 -8.586  0.000
H 1.732 4.708 -9.022  0.000
C 2.029 2.861 -7.946  0.017
H 3.109 2.996 -7.906  0.002
H -0.270 0.624 -2.100  0.018
Cl 4.535 0.822 -6.740  0.118
C 3.615 -2.660 0.927  0.000
C 3.523 -2.006 -0.309  0.001
N 3.189 -0.717 -0.428  -0.004
C 2.806 -0.056 0.693  0.002
C 2.923 -0.638 2.002  0.004
C 3.369 -1.968 2.087  0.002
C 2.536 0.110 3.159  0.002
C 1.911 1.332 3.040  0.002
C 1.643 1.889 1.765  0.002
C 0.822 3.023 1.603  0.000
C 0.488 3.433 0.324  0.000
C 1.059 2.752 -0.772  0.000
N 1.853 1.695 -0.650  0.001
C 2.131 1.232 0.582  0.002
H 3.936 -3.703 0.933  0.000
H 3.793 -2.509 -1.239  0.000
H 3.469 -2.423 3.070  0.000
H 2.665 -0.370 4.134  0.000
H 1.541 1.859 3.915  0.000
H 0.446 3.503 2.511  0.000
H -0.161 4.289 0.150  0.000
H 0.861 3.089 -1.794  0.000

Summary:
* highest occupied orbital energy (spin up / spin down): -0.36754 / -0.37856 Ha
* total energy: -78025.7936 eV
* multiplicity: 3
* strongest force on any atom: 0.0628 hartree/bohr
* gap between HOMO and LUMO (spin up / spin down): 5.47 / 5.71 eV
* net charge: +1
* ⟨S²⟩: 2.021
* LUMO (spin up / spin down): -0.167 / -0.169 Eh



This record from the Open Molecules 2025 dataset describes an isolated ion of composition C6H10NO and charge +1. The level of theory is the ωB97M-V functional and the def2-TZVPD basis.

Last column: natural (NBO) charge in e.
Geometry (Å):
C -0.054 -1.240 2.224  0.457
C -1.267 -1.800 -0.958  -0.205
C -0.512 -1.002 -0.168  0.066
C -0.559 1.169 -1.350  -0.655
C 0.900 0.936 0.737  -0.083
C 0.403 0.282 -0.575  -0.252
N -0.374 -1.255 1.121  -0.195
O 1.836 0.145 1.446  -0.742
H 0.127 -0.995 3.236  0.298
H -1.819 -2.655 -0.680  0.233
H -1.297 -1.605 -1.973  0.224
H -0.030 1.932 -2.036  0.243
H -1.269 1.834 -0.818  0.240
H -1.348 0.669 -2.004  0.239
H 0.123 1.090 1.612  0.176
H 1.224 1.871 0.324  0.210
H 1.223 0.130 -1.204  0.246
H 2.694 0.495 1.067  0.501

Summary:
* highest occupied orbital energy: -0.53690 Ha
* total energy: -9911.0546 eV
* strongest force on any atom: 0.0905 hartree/bohr
* gap between HOMO and LUMO: 9.52 eV
* structure (SMILES): C#[N+]C(=C)[C@@H](C)CO
* net charge: +1
* LUMO: -0.187 Eh



This record from the Open Molecules 2025 dataset describes a 4-piece molecular cluster, CH9O3S overall. The level of theory is the ωB97M-V functional and the def2-TZVPD basis.

Last column: natural (NBO) charge in e.
Geometry (Å):
C -1.008 -1.369 -0.695  -0.783
S 0.709 -2.020 -0.757  -0.719
H -1.329 -0.388 -1.161  0.165
H -1.946 -2.029 -1.007  0.157
H -0.900 -1.339 0.430  0.211
H -2.333 -1.212 4.016  0.468
H -1.211 -1.375 4.956  0.464
O -2.057 -1.860 4.705  -0.933
H 0.041 5.034 -3.055  0.469
H -0.681 6.122 -3.761  0.459
O -0.827 5.464 -3.067  -0.928
H 2.251 -0.107 0.048  0.505
H 2.057 1.347 0.135  0.450
O 2.728 0.706 0.322  -0.985

Summary:
* highest occupied orbital energy: -0.08630 Ha
* total energy: -18160.7057 eV
* strongest force on any atom: 0.0537 hartree/bohr
* gap between HOMO and LUMO: 4.99 eV
* net charge: -1
* LUMO: 0.097 Eh



This record from the Open Molecules 2025 dataset describes one molecule with the formula C23H21N3O4. The level of theory is the ωB97M-V functional and the def2-TZVPD basis.

Last column: natural (NBO) charge in e.
Geometry (Å):
C -3.284 -5.815 0.413  -0.247
O -2.372 -4.995 -0.271  -0.522
C -2.495 -3.629 -0.128  0.211
C -3.445 -2.976 0.639  -0.285
C -3.457 -1.593 0.699  -0.186
C -2.515 -0.842 0.006  -0.070
C -1.570 -1.498 -0.783  -0.277
C -1.553 -2.876 -0.852  0.334
O -0.627 -3.504 -1.625  -0.677
H -0.779 -4.456 -1.551  0.493
H -0.848 -0.947 -1.365  0.227
C -2.572 0.611 0.076  0.119
N -3.768 1.236 0.146  -0.464
C -3.524 2.534 0.115  0.309
C -4.400 3.626 0.164  -0.210
C -3.885 4.892 0.110  -0.210
C -2.491 5.093 0.012  -0.272
C -1.645 4.028 -0.029  0.031
N -2.157 2.778 0.015  -0.299
C -1.531 1.555 0.015  0.210
N -0.178 1.533 -0.060  -0.457
C 0.546 0.568 0.364  0.145
C 1.979 0.585 0.198  -0.128
C 2.630 1.625 -0.464  -0.171
C 4.000 1.609 -0.604  -0.304
C 4.777 0.569 -0.098  0.302
C 4.131 -0.499 0.560  0.243
C 2.750 -0.465 0.694  -0.200
H 2.282 -1.293 1.203  0.225
O 4.715 -1.595 1.122  -0.498
C 6.067 -1.915 0.883  -0.239
H 6.745 -1.192 1.342  0.184
H 6.283 -1.986 -0.186  0.179
H 6.212 -2.892 1.345  0.188
O 6.144 0.539 -0.204  -0.520
C 6.797 1.580 -0.886  -0.251
H 6.642 2.546 -0.393  0.178
H 7.856 1.327 -0.853  0.201
H 6.474 1.646 -1.930  0.178
H 4.478 2.429 -1.115  0.219
H 2.047 2.439 -0.863  0.228
H 0.128 -0.302 0.879  0.173
H -0.571 4.101 -0.101  0.230
H -2.094 6.094 -0.030  0.224
H -4.540 5.749 0.144  0.218
H -5.457 3.433 0.242  0.232
H -4.202 -1.081 1.286  0.230
H -4.183 -3.534 1.193  0.220
H -4.312 -5.627 0.088  0.179
H -3.007 -6.838 0.162  0.199
H -3.214 -5.675 1.496  0.178

Summary:
* highest occupied orbital energy: -0.25858 Ha
* total energy: -36850.8193 eV
* strongest force on any atom: 0.0239 hartree/bohr
* gap between HOMO and LUMO: 7.23 eV
* structure (SMILES): COc1ccc(-c2nc3ccccn3c2/N=C/c2ccc(OC)c(OC)c2)cc1O
* LUMO: 0.007 Eh



This record from the Open Molecules 2025 dataset describes a 2-piece molecular cluster, C3H10OS2 overall. The level of theory is the ωB97M-V functional and the def2-TZVPD basis.

Last column: natural (NBO) charge in e.
Geometry (Å):
C 1.048 -0.063 -1.614  -0.430
C 2.507 0.407 -1.756  -0.621
C 0.748 -0.819 -0.309  -0.473
S -0.979 -1.560 -0.425  0.023
S -2.439 -0.102 -0.494  -0.151
H 0.219 0.655 -1.579  0.205
H 0.785 -0.620 -2.519  0.213
H 2.551 1.485 -1.857  0.222
H 3.062 -0.108 -2.539  0.215
H 3.025 0.012 -0.871  0.206
H 1.368 -1.713 -0.238  0.225
H 0.647 -0.171 0.553  0.223
H -3.196 -0.755 0.422  0.144
H 2.214 3.406 5.207  0.470
H 1.323 2.542 4.275  0.471
O 2.235 2.876 4.409  -0.941

Summary:
* highest occupied orbital energy: -0.30741 Ha
* total energy: -26990.4229 eV
* strongest force on any atom: 0.0420 hartree/bohr
* gap between HOMO and LUMO: 8.95 eV
* structure (SMILES): CCCSS.O
* LUMO: 0.021 Eh



Sequential relative energy (zero: lowest compared OMol25 entry of this formula, charge and spin) output: 0.0; 328.8; 322.2; 199.6; 305.5; 83.7 kJ/mol